Entry 1:
{"formula": "C9H14", "method": "ωB97M-V/def2-TZVPD", "spin_multiplicity": 1, "homo_energy_ev": -8.97, "symbols": ["C", "H", "C", "H", "H", "H", "H", "H", "H", "C", "C", "H", "H", "C", "H", "C", "H", "H", "C", "C", "C", "H", "H"], "positions_angstrom": [[0.860, -1.827, -1.166], [-0.608, -1.438, 1.878], [0.601, 1.708, 1.681], [0.770, -1.259, -3.865], [-0.419, 0.099, -3.716], [1.022, -2.866, 0.686], [-0.164, 1.483, 3.701], [0.806, 0.656, 1.443], [-1.089, 2.649, 2.676], [-0.884, -0.160, -1.190], [0.434, -0.412, -3.276], [1.519, 2.131, 2.015], [-1.288, 0.943, 2.446], [-0.436, -1.293, 0.826], [1.283, 0.284, -3.148], [-1.154, -0.266, 0.158], [-1.993, 0.268, 0.543], [1.689, -2.264, -1.720], [-0.537, 1.674, 2.704], [0.489, -2.070, 0.173], [0.123, -0.874, -1.845], [0.310, 2.206, 0.767], [-1.335, 0.628, -1.772]], "forces_ev_per_a": [[-0.9, 0.6, 0.0], [-0.1, -0.2, 0.3], [-0.7, -1.4, -0.1], [-0.1, 0.0, -0.3], [0.1, -0.1, -0.1], [-0.1, 0.2, 0.2], [-0.1, 0.0, 0.3], [0.3, 0.5, -0.2], [0.5, -0.6, 0.4], [0.3, 0.6, 0.0], [0.7, -0.4, 1.5], [0.6, 0.6, 0.6], [0.0, -0.4, 0.0], [-1.1, 0.8, 0.0], [-0.3, -0.1, -0.5], [0.7, -2.2, -1.1], [-0.1, 0.4, 0.6], [-0.2, -0.5, 0.5], [-0.2, 1.8, -0.4], [1.3, -0.3, -0.7], [-0.2, 0.7, -0.7], [-0.1, 0.1, -0.3], [-0.5, 0.1, 0.0]]}

=====

Entry 2:
{"formula": "C9H14", "method": "ωB97M-V/def2-TZVPD", "spin_multiplicity": 1, "homo_energy_ev": -8.85, "symbols": ["C", "H", "C", "C", "C", "H", "H", "H", "H", "H", "H", "H", "H", "H", "H", "H", "H", "C", "C", "C", "C", "C", "H"], "positions_angstrom": [[-0.576, -1.019, -0.519], [1.955, -2.878, -1.903], [0.039, 2.207, -0.045], [-0.641, 3.191, -0.965], [1.755, -2.394, 0.146], [-1.260, 0.629, 1.849], [1.294, -2.122, 2.211], [-1.431, -0.491, -0.721], [-0.195, -1.674, -2.612], [-1.523, 2.932, -1.507], [1.044, 2.667, 0.149], [-0.994, -0.922, 2.783], [-2.100, -0.742, 1.199], [-0.497, 2.280, 0.891], [0.232, 3.414, -1.677], [2.662, -2.931, 0.494], [0.111, 1.135, -0.457], [1.338, -2.307, -1.163], [-1.204, -0.548, 1.750], [0.097, -1.694, -1.505], [0.948, -1.866, 1.138], [-0.112, -0.996, 0.808], [-0.941, 4.130, -0.343]], "forces_ev_per_a": [[2.5, -1.0, 0.2], [-0.8, 0.9, 0.4], [0.4, -0.5, 0.0], [1.9, 2.4, -0.1], [0.2, -0.4, 0.4], [0.5, -2.2, -0.1], [-1.0, 0.9, -1.6], [-2.1, 1.1, -0.7], [0.2, -0.1, 1.9], [-0.5, -0.7, -0.3], [-0.7, -1.0, -0.1], [-1.0, 0.0, -0.9], [-1.0, -0.7, 0.8], [0.1, -0.8, 0.4], [-1.9, 0.5, 0.4], [-0.7, 0.3, -0.7], [0.1, 2.0, 0.8], [0.1, -1.0, -1.3], [1.6, 3.1, 1.1], [1.6, -0.2, -1.6], [0.4, 1.2, 2.0], [-0.9, -2.4, 0.2], [0.8, -1.4, -1.3]]}

=====

Entry 3:
{"formula": "C9H14", "method": "ωB97M-V/def2-TZVPD", "spin_multiplicity": 1, "homo_energy_ev": -8.90, "symbols": ["H", "H", "H", "C", "H", "H", "C", "H", "C", "H", "C", "H", "C", "C", "H", "H", "H", "H", "H", "H", "C", "C", "C"], "positions_angstrom": [[-0.163, 2.889, 1.303], [0.507, 0.313, -4.705], [-0.826, -2.402, 3.480], [0.840, -0.220, -3.825], [-0.203, -0.275, 4.574], [-0.451, 2.069, -0.237], [-0.651, -1.486, 1.515], [1.380, -1.118, -4.127], [0.176, 2.091, 0.649], [-1.256, -0.666, -3.531], [0.266, 0.786, 2.816], [0.624, 1.661, 3.331], [-0.213, -0.396, 0.796], [0.177, 0.787, 1.413], [-1.006, -2.341, 0.951], [1.186, 2.276, 0.263], [-0.320, -0.329, -0.277], [1.608, 0.264, -3.222], [-0.143, -1.576, -2.454], [-0.462, 0.167, -2.173], [-0.149, -0.337, 3.487], [-0.355, -0.622, -2.919], [-0.564, -1.533, 2.893]], "forces_ev_per_a": [[0.2, 0.2, -0.1], [0.3, 0.4, 0.0], [-0.2, 0.1, 0.0], [0.1, -1.2, 0.8], [0.3, -0.1, -0.1], [-0.3, -0.2, 0.1], [0.5, -1.4, -0.4], [-0.3, -0.1, -0.5], [1.1, -0.5, -0.2], [-0.1, -0.2, 0.3], [-0.2, -0.2, -1.4], [-0.2, 0.2, 0.2], [-0.4, 1.2, -0.2], [-0.8, 0.1, 0.6], [0.0, -0.1, 0.1], [-0.1, 0.4, 0.2], [-0.1, -0.5, 0.0], [-0.2, 0.7, -0.3], [-0.3, -0.1, 0.3], [-0.4, -0.3, 0.0], [0.1, -0.7, 1.9], [0.7, 0.8, -0.8], [0.0, 1.3, -0.4]]}

=====

Entry 4:
{"formula": "C9H14", "method": "ωB97M-V/def2-TZVPD", "spin_multiplicity": 1, "homo_energy_ev": -8.82, "symbols": ["H", "C", "H", "H", "H", "H", "C", "C", "C", "C", "C", "C", "H", "C", "H", "H", "H", "H", "C", "H", "H", "H", "H"], "positions_angstrom": [[1.381, 1.931, 1.953], [-0.884, -2.723, 0.710], [3.510, 2.115, 0.856], [-3.261, -3.253, -1.486], [-2.574, -1.096, -2.257], [0.115, -0.892, 0.879], [-1.987, -3.340, -0.017], [-0.947, -0.787, -0.846], [1.458, 2.724, 1.348], [2.830, 3.030, 0.916], [-2.029, -1.462, -1.384], [-2.613, -2.670, -1.045], [0.870, 0.325, -1.294], [-0.211, 0.419, -1.326], [2.927, 3.711, -0.023], [3.363, 3.339, 1.723], [-0.323, 1.386, -0.778], [1.107, 3.576, 1.995], [-0.408, -1.561, 0.311], [0.821, 2.578, 0.682], [-0.372, 0.288, -2.478], [-0.416, -3.249, 1.412], [-2.357, -4.388, 0.150]], "forces_ev_per_a": [[0.2, -3.2, 2.5], [-3.8, -1.6, -3.3], [-1.2, 0.5, -1.2], [-3.8, -1.8, -3.0], [0.6, 0.9, -0.1], [2.5, 0.7, 1.8], [0.7, -0.7, 0.8], [0.0, -3.7, 3.0], [3.6, 4.7, 4.8], [1.6, -1.6, -3.3], [-1.1, 2.1, -3.0], [5.3, 1.1, 4.7], [0.3, -0.7, 0.4], [0.0, -0.3, -2.4], [0.0, -1.2, 1.9], [1.4, 2.4, 2.3], [-0.9, -0.6, -1.0], [0.0, -0.6, -0.7], [-1.9, 3.8, -3.4], [-5.4, -0.9, -6.2], [-0.1, 1.7, 1.8], [1.6, -2.0, 3.2], [0.7, 1.1, 0.4]]}